# 1
The following is a DFT calculation (ωB97M-V with the def2-TZVPD basis set) of the molecule C24H32N4O3S.

```
64
Properties=species:S:1:pos:R:3:mulliken_charge:R:1
C 2.429 3.376 2.251 -1.556
H 2.848 4.298 1.851 0.441
H 3.065 2.555 1.930 0.314
H 2.463 3.431 3.337 0.367
C 0.989 3.206 1.771 1.254
C 0.171 4.444 2.137 -1.725
H -0.874 4.314 1.864 0.413
H 0.555 5.319 1.617 0.354
H 0.223 4.631 3.207 0.414
C 0.939 2.968 0.257 -1.015
H 1.634 3.648 -0.238 0.513
H -0.062 3.192 -0.117 0.319
C 1.309 1.534 -0.142 -0.653
N 0.307 0.581 0.286 0.699
C 0.360 -0.178 1.400 0.589
O -0.645 -0.714 1.848 -0.639
C 1.722 -0.467 2.021 -1.221
N 2.532 -1.214 1.091 -0.006
C 3.715 -0.752 0.624 0.551
O 4.181 0.322 0.976 -0.676
C 4.409 -1.622 -0.330 0.190
C 5.633 -1.366 -0.887 -0.501
C 6.057 -2.376 -1.770 -0.453
C 5.152 -3.386 -1.878 -0.396
S 3.765 -3.128 -0.905 -0.173
H 5.215 -4.274 -2.474 0.442
H 6.991 -2.354 -2.302 0.413
H 6.193 -0.479 -0.655 0.479
H 2.127 -2.056 0.709 0.246
H 1.538 -1.065 2.921 0.499
H 2.271 0.435 2.297 0.236
C -1.006 0.559 -0.358 0.930
C -1.046 1.163 -1.730 0.105
C -1.881 2.238 -2.012 -0.339
C -1.907 2.740 -3.303 -0.534
N -1.182 2.248 -4.291 -0.628
C -0.399 1.215 -4.028 -0.509
C -0.293 0.634 -2.775 -0.496
H 0.336 -0.227 -2.610 0.609
H 0.170 0.836 -4.866 0.393
H -2.540 3.580 -3.560 0.412
H -2.499 2.677 -1.241 0.465
C -1.375 -0.940 -0.513 -0.988
O -0.562 -1.734 -0.936 -0.770
N -2.661 -1.229 -0.255 -0.084
H -3.207 -0.561 0.267 0.384
C -3.129 -2.600 -0.189 -0.092
C -4.585 -2.698 -0.684 -0.855
H -4.948 -1.699 -0.933 0.289
H -4.665 -3.310 -1.580 0.310
C -5.390 -3.286 0.480 -0.602
H -5.430 -4.373 0.394 0.292
H -6.412 -2.909 0.506 0.367
C -4.586 -2.903 1.721 -0.604
H -4.840 -3.512 2.587 0.398
H -4.760 -1.857 1.976 0.265
C -3.145 -3.107 1.264 -0.709
H -2.418 -2.567 1.868 0.246
H -2.896 -4.168 1.285 0.302
H -2.437 -3.176 -0.806 0.551
H -1.738 1.056 0.294 0.780
H 1.406 1.476 -1.229 0.213
H 2.272 1.275 0.287 0.189
H 0.542 2.341 2.275 -0.011
```

total charge = 0
E_LUMO = 0.41 eV
maximum force = 0.7 eV/Å
frontier orbital gap = 9.6 eV
structure (SMILES) = CC(C)CCN(C(=O)CNC(=O)c1cccs1)[C@H](C(=O)NC1CCCC1)c1ccncc1
energy above the lowest of the compared OMol25 structures with the same formula, charge and spin = 35.0 kJ/mol

# 2
The following is a DFT calculation (ωB97M-V with the def2-TZVPD basis set) of the molecule C24H32N6O.

```
63
Properties=species:S:1:pos:R:3:mulliken_charge:R:1
C -3.053 -2.518 -0.093 -1.020
C -4.090 -1.454 0.000 0.448
N -5.287 -1.613 -0.542 -1.026
N -5.969 -0.498 -0.290 0.706
C -5.234 0.384 0.414 -1.123
C -4.000 -0.193 0.629 0.443
C -2.837 0.403 1.351 -0.426
N -2.399 1.629 0.698 0.059
C -1.435 2.395 1.462 -1.285
C -0.052 1.739 1.532 -1.009
H -0.117 0.790 2.068 0.280
H 0.649 2.376 2.071 0.631
C 0.499 1.463 0.128 1.699
N 0.975 2.676 -0.500 1.177
C 2.258 2.991 -0.798 0.490
C 2.244 4.222 -1.424 -1.025
C 0.892 4.577 -1.447 -0.421
N 0.150 3.643 -0.887 -1.183
H 0.439 5.465 -1.841 0.474
H 3.082 4.773 -1.797 0.449
N 3.341 2.146 -0.528 -0.063
C 3.702 1.743 0.729 0.416
O 3.084 2.060 1.720 -0.579
C 4.887 0.797 0.758 -0.894
H 5.442 0.994 1.676 0.393
H 5.545 0.953 -0.098 0.392
C 4.380 -0.652 0.785 -0.434
H 5.202 -1.315 1.061 0.430
H 3.611 -0.739 1.556 0.358
C 3.807 -1.106 -0.564 -0.447
C 3.189 -2.470 -0.437 -0.116
C 1.856 -2.604 -0.068 -0.006
C 1.285 -3.855 0.078 -0.596
C 2.044 -4.992 -0.138 -0.457
C 3.375 -4.870 -0.499 -0.609
C 3.942 -3.617 -0.647 -0.415
H 4.981 -3.527 -0.933 0.397
H 3.973 -5.754 -0.669 0.374
H 1.600 -5.970 -0.026 0.390
H 0.245 -3.944 0.358 0.452
H 1.261 -1.718 0.102 0.228
H 3.047 -0.396 -0.899 0.094
H 4.608 -1.127 -1.307 0.520
H 3.996 2.010 -1.285 0.323
C -0.551 0.761 -0.743 -0.582
C -1.921 1.448 -0.657 -1.178
H -2.658 0.864 -1.212 0.501
H -1.845 2.441 -1.106 0.518
H -0.217 0.741 -1.783 0.546
H -0.640 -0.272 -0.400 -0.163
H 1.377 0.813 0.218 -1.278
H -1.825 2.545 2.471 0.511
H -1.343 3.369 0.974 0.524
H -3.144 0.677 2.366 0.496
H -2.045 -0.359 1.435 0.183
H -5.615 1.341 0.705 0.531
C -7.319 -0.348 -0.750 -0.907
H -8.003 -0.223 0.092 0.309
H -7.407 0.517 -1.410 0.310
H -7.582 -1.250 -1.299 0.303
H -2.687 -2.784 0.898 0.322
H -3.486 -3.397 -0.561 0.432
H -2.209 -2.180 -0.695 0.136
```

total charge = 0
E_LUMO = 0.60 eV
maximum force = 0.9 eV/Å
frontier orbital gap = 8.6 eV
structure (SMILES) = Cc1nn(C)cc1CN1CCC(n2nccc2NC(=O)CCCc2ccccc2)CC1
energy above the lowest of the compared OMol25 structures with the same formula, charge and spin = 120.9 kJ/mol